Density functional theory data (ωB97M-V/def2-TZVPD) for C4H7N3S in the gas phase at a distorted geometry.

Positions of all 15 atoms, in Å:
1 H -2.499 -0.488 -1.129
2 H 3.704 -1.088 -0.536
3 N 2.026 -0.369 0.258
4 C 0.769 -0.224 0.115
5 N 2.697 -1.221 -0.582
6 H 2.346 -1.260 -1.558
7 S -0.155 -0.990 -1.229
8 H 0.410 1.372 1.637
9 H -1.899 1.799 0.536
10 C -1.623 0.132 -0.998
11 H -1.595 0.918 -1.769
12 N -1.218 -0.106 1.438
13 H -1.507 0.115 2.385
14 C -1.413 0.832 0.376
15 C -0.043 0.578 1.057

charge	0
ΔE to the lowest compared entry with this formula, charge and spin	65.7	kcal/mol
maximum force	2.64	eV Å⁻¹
LUMO level	0.9	eV
HOMO level	-8.1	eV

Density functional theory data (ωB97M-V/def2-TZVPD) for a molecular structure, C3H2O4Yb at a distorted geometry.

Positions of all 10 atoms, in Å:
1 O -1.293 -1.683 0.425
2 H -1.542 1.509 -0.594
3 C -1.127 0.592 -0.166
4 O 3.038 1.325 -0.938
5 O 0.058 0.688 0.516
6 H -2.781 -0.664 -0.645
7 C 2.501 0.548 -0.257
8 Yb 0.492 -1.254 1.463
9 C -1.792 -0.587 -0.175
10 O 2.446 -0.475 0.371

charge	0
ΔE to the lowest compared entry with this formula, charge and spin	0.0	kcal/mol
maximum force	2.60	eV Å⁻¹
LUMO level	-1.1	eV
HOMO level	-6.1	eV

Density functional theory data (ωB97M-V/def2-TZVPD) for 2 unconnected molecules or ions with the total composition C4H10S.

Positions of all 15 atoms, in Å:
1 H -1.430 1.753 0.366
2 H -1.628 -0.557 -1.068
3 S -0.170 -1.353 0.684
4 C 1.579 -0.999 0.501
5 C -0.967 2.333 -0.416
6 H 0.781 2.665 0.667
7 C 0.263 2.799 -0.275
8 H 0.049 -0.607 -1.585
9 C -0.719 -1.149 -1.038
10 H 0.738 3.368 -1.064
11 H -0.901 -2.116 -1.502
12 H 2.115 -1.791 -0.006
13 H -1.491 2.510 -1.344
14 H 1.977 -0.984 1.520
15 H 1.780 -0.015 0.086

charge	0
ΔE to the lowest compared entry with this formula, charge and spin	25.3	kcal/mol
maximum force	0.91	eV Å⁻¹
LUMO level	1.0	eV
HOMO level	-8.5	eV

Density functional theory data (ωB97M-V/def2-TZVPD) for a molecular structure, C3H4O2V at a distorted geometry.

Positions of all 10 atoms, in Å:
1 H -0.602 2.135 -0.341
2 H 1.287 -1.985 0.189
3 C -0.566 1.297 0.500
4 C 0.562 -1.470 -0.464
5 O -1.640 0.451 0.599
6 H -0.317 1.849 1.435
7 V -1.365 -1.309 0.225
8 H 0.724 -1.897 -1.466
9 C 0.773 1.026 -0.077
10 O 1.144 -0.097 -0.602

charge	0
ΔE to the lowest compared entry with this formula, charge and spin	0.0	kcal/mol
⟨S²⟩	3.7684
spin multiplicity	4
maximum force	2.61	eV Å⁻¹
LUMO level (spin up / spin down)	-0.7 / -1.0	eV
HOMO level (spin up / spin down)	-7.4 / -7.4	eV

Density functional theory data (ωB97M-V/def2-TZVPD) for 2 unconnected molecules or ions with the total composition C3H9NO3 at a distorted geometry.

Positions of all 16 atoms, in Å:
1 H -2.918 4.120 5.166
2 C 0.712 -0.192 -2.015
3 H 0.569 1.118 0.046
4 H 0.223 -2.785 0.263
5 H 0.444 -2.917 -1.445
6 H 1.177 0.068 1.021
7 C 0.002 -2.245 -0.663
8 H 0.862 -0.812 -3.745
9 H 1.765 -1.255 -0.541
10 O 0.231 -0.924 -2.955
11 H -2.096 3.559 3.970
12 O 1.437 0.793 -2.245
13 O -2.542 4.322 4.354
14 H -1.012 -2.176 -1.002
15 N 0.357 0.174 0.412
16 C 0.790 -0.847 -0.620

charge	0
ΔE to the lowest compared entry with this formula, charge and spin	46.6	kcal/mol
maximum force	5.47	eV Å⁻¹
LUMO level	0.4	eV
HOMO level	-10.1	eV

Density functional theory data (ωB97M-V/def2-TZVPD) for 2 unconnected molecules or ions with the total composition H4O2.

Positions of all 6 atoms, in Å:
1 H 5.939 12.849 -22.954
2 H 7.183 10.834 -26.302
3 O 5.651 12.770 -23.870
4 H 4.957 13.432 -23.971
5 O 7.073 11.790 -26.259
6 H 6.534 11.947 -25.465

charge	0
ΔE to the lowest compared entry with this formula, charge and spin	0.5	kcal/mol
maximum force	0.27	eV Å⁻¹
LUMO level	0.7	eV
HOMO level	-10.9	eV

Density functional theory data (ωB97M-V/def2-TZVPD) for a molecular structure, C20H14IrN8S4 at a distorted geometry.

Positions of all 47 atoms, in Å:
1 N 1.843 0.136 2.897
2 H -2.347 0.131 1.664
3 C -0.140 -2.855 0.115
4 C 1.183 4.185 -3.044
5 H -1.685 0.104 5.911
6 H -0.439 -4.986 0.544
7 C -1.685 0.120 2.519
8 H 2.707 0.143 3.412
9 S 4.884 0.184 -0.813
10 H -5.055 -0.938 -0.673
11 S 0.316 2.592 -1.084
12 C 1.208 2.235 -5.021
13 S 0.355 0.241 -3.464
14 N 1.555 2.463 -6.094
15 C -2.152 0.110 3.817
16 H -2.481 -1.837 -0.368
17 N 1.514 5.265 -3.255
18 H 1.153 -2.462 -2.840
19 S 0.535 -4.519 -1.657
20 C 1.714 0.149 1.552
21 C 0.802 1.897 -3.693
22 C -0.304 0.126 2.339
23 Ir 0.154 0.141 -1.033
24 H 4.683 0.213 1.631
25 H -4.793 1.444 -1.560
26 N -4.021 0.836 -1.339
27 N 0.455 0.137 1.183
28 H 0.766 0.121 5.595
29 N 0.345 -2.103 -0.927
30 H -3.218 0.111 4.000
31 C 0.096 0.116 4.746
32 C 3.357 0.156 -1.579
33 C -4.117 -0.448 -0.859
34 C -0.116 -4.191 -0.106
35 H -2.351 2.091 -1.829
36 C -2.839 -0.883 -0.711
37 C 2.767 0.163 0.559
38 C 0.567 0.123 3.438
39 C 4.117 0.183 0.715
40 C -1.274 0.107 4.912
41 H 3.245 0.158 -2.654
42 C 0.790 2.847 -2.728
43 N 2.359 0.147 -0.752
44 N -1.985 0.125 -1.094
45 H -0.482 -2.372 1.018
46 C 0.736 -2.851 -1.922
47 C -2.723 1.146 -1.470

charge	+1
ΔE to the lowest compared entry with this formula, charge and spin	6.2	kcal/mol
maximum force	1.82	eV Å⁻¹
LUMO level	-3.3	eV
HOMO level	-10.0	eV

Density functional theory data (ωB97M-V/def2-TZVPD) for a molecular structure, C11H24IO4P2Pm at a distorted geometry.

Positions of all 43 atoms, in Å:
1 H 2.071 -4.344 -0.934
2 I 3.017 0.647 1.489
3 Pm 0.067 0.107 0.969
4 C -1.687 3.577 -0.374
5 H 0.737 4.828 0.953
6 H -2.320 3.391 0.507
7 H 2.638 0.155 -3.034
8 H 1.979 3.209 -1.359
9 H 0.577 3.054 -2.457
10 H 2.080 -2.262 1.896
11 C 2.127 -3.296 -1.257
12 H 0.448 -3.023 2.052
13 H 2.484 0.993 -1.451
14 O 0.153 -0.481 -2.318
15 C 1.213 -0.699 -1.718
16 C 1.356 -2.948 1.435
17 H 1.800 -3.947 1.320
18 H -0.139 -4.557 -0.488
19 C 0.917 3.466 -1.495
20 H 3.347 -0.549 -1.530
21 H 0.801 4.563 -1.507
22 C -3.865 -0.429 2.485
23 H 3.140 -2.913 -1.097
24 C -1.616 0.392 -0.948
25 C -0.528 -3.522 -0.535
26 P -0.067 2.775 -0.097
27 P 0.902 -2.407 -0.277
28 O -1.522 -0.673 2.219
29 H -3.878 -0.266 3.567
30 H -0.112 3.769 2.113
31 H -4.806 -0.896 2.198
32 C -2.706 -1.290 2.098
33 C 0.591 3.792 1.272
34 O -2.514 0.406 -1.671
35 H -0.959 -3.315 -1.524
36 C 2.492 0.005 -1.948
37 H -1.282 -3.368 0.258
38 H -3.797 0.552 2.001
39 H 1.875 -3.240 -2.324
40 H -1.550 4.662 -0.504
41 H 1.546 3.369 1.606
42 O -2.830 -2.435 1.667
43 H -2.180 3.149 -1.258

charge	+2
⟨S²⟩	6.0096
spin multiplicity	5
maximum force	6.12	eV Å⁻¹
LUMO level (spin up / spin down)	-9.4 / -9.3	eV
HOMO level (spin up / spin down)	-15.6 / -15.6	eV

Density functional theory data (ωB97M-V/def2-TZVPD) for a molecular structure, C12H24NO2Rb at a distorted geometry.

Positions of all 40 atoms, in Å:
1 C -24.026 19.177 -18.224
2 C -22.025 18.890 -14.472
3 C -25.204 19.825 -16.165
4 H -24.205 17.177 -16.387
5 H -27.354 25.248 -14.950
6 C -26.733 24.668 -15.633
7 H -27.052 24.877 -16.654
8 N -22.759 20.384 -16.295
9 H -20.202 20.782 -13.978
10 C -20.701 20.953 -14.932
11 H -24.933 26.199 -13.732
12 Rb -21.518 24.270 -16.040
13 H -20.132 20.481 -15.733
14 C -23.505 17.965 -16.107
15 H -23.009 22.155 -13.966
16 C -25.274 24.935 -15.366
17 C -24.874 26.272 -14.818
18 H -23.865 20.648 -13.615
19 H -25.168 19.890 -15.077
20 H -27.062 23.648 -15.433
21 H -21.882 18.928 -13.392
22 H -25.611 26.997 -15.163
23 H -21.118 18.435 -14.870
24 H -23.883 26.512 -15.204
25 C -22.162 20.339 -14.969
26 H -23.108 18.796 -18.671
27 H -25.329 20.856 -16.497
28 H -20.553 21.974 -15.283
29 O -22.580 21.476 -17.225
30 H -24.236 20.128 -18.712
31 C -22.884 21.084 -13.807
32 O -24.455 24.080 -15.661
33 H -24.120 18.445 -14.014
34 H -22.261 21.021 -12.915
35 C -23.820 19.391 -16.708
36 H -22.996 17.065 -14.064
37 C -23.265 18.012 -14.533
38 H -22.596 17.482 -16.465
39 H -26.075 19.308 -16.568
40 H -24.835 18.462 -18.380

charge	-1
⟨S²⟩	0.7502
spin multiplicity	2
maximum force	2.89	eV Å⁻¹
LUMO level (spin up / spin down)	2.3 / 2.4	eV
HOMO level (spin up / spin down)	-0.2 / -1.9	eV

Density functional theory data (ωB97M-V/def2-TZVPD) for C6H12NPS3 in the gas phase at a distorted geometry.

Positions of all 23 atoms, in Å:
1 S -1.041 -1.812 3.112
2 C 0.277 -1.173 -1.386
3 H 1.968 -2.497 -2.054
4 C -1.661 -0.324 2.298
5 P 0.132 0.118 -0.136
6 H 0.251 1.592 -2.057
7 H -0.476 3.694 -0.787
8 C -0.329 1.575 -1.163
9 H -2.577 -0.033 2.858
10 H -0.358 -0.977 -2.160
11 H 2.048 -1.417 -0.615
12 S 1.391 0.551 1.278
13 N 1.257 -2.517 1.701
14 S -1.898 -0.478 0.502
15 C 0.301 -2.224 2.274
16 H -1.068 2.718 0.490
17 H 2.109 -0.722 -2.427
18 H -1.410 1.392 -1.542
19 H -0.948 0.544 2.323
20 H 0.720 2.782 0.241
21 C -0.292 2.789 -0.191
22 C 1.731 -1.530 -1.722
23 H -0.126 -2.050 -0.835

charge	0
ΔE to the lowest compared entry with this formula, charge and spin	2.3	kcal/mol
maximum force	4.10	eV Å⁻¹
LUMO level	0.3	eV
HOMO level	-8.9	eV

Density functional theory data (ωB97M-V/def2-TZVPD) for a molecular structure, C31H38BiFN4O2.

Positions of all 77 atoms, in Å:
1 N -1.120 -2.072 2.688
2 O -0.444 0.022 -4.360
3 H 2.355 -0.572 0.739
4 C -3.509 -0.606 -1.647
5 H 0.657 -0.941 2.730
6 C 0.073 -3.987 -1.791
7 C 0.219 -2.610 -1.821
8 H -3.743 0.508 -3.873
9 H -0.599 1.256 -6.028
10 H 0.987 1.135 -5.248
11 C 2.375 1.556 4.597
12 H -2.673 -1.671 1.335
13 H 3.713 -0.091 4.985
14 C -0.623 -4.580 -0.751
15 H -3.154 -1.616 -1.870
16 H 5.913 -1.270 0.990
17 C -4.119 3.470 0.041
18 H 5.408 -0.765 3.269
19 H 6.138 0.394 -1.025
20 H -3.114 4.818 -1.280
21 H -0.172 1.103 1.510
22 C 4.351 -0.131 0.044
23 C -1.784 3.370 -0.409
24 H -4.510 -0.487 -2.068
25 H -1.496 -1.782 4.748
26 H -0.767 -5.649 -0.727
27 H 0.820 -2.579 2.045
28 C -3.007 3.971 -0.619
29 C -1.650 2.289 0.459
30 H -1.311 -0.546 1.231
31 H 0.654 -2.355 3.797
32 C 2.495 2.438 2.531
33 C -1.817 -0.300 -4.396
34 N 3.364 1.555 2.080
35 C -1.795 -1.362 3.788
36 C -2.706 0.618 -3.540
37 C 3.810 0.639 2.945
38 H 0.728 -2.151 -2.653
39 C -0.978 -2.400 0.233
40 N 1.946 2.460 3.730
41 H -2.181 -0.257 -5.432
42 O -2.634 0.392 -2.136
43 Bi -0.031 0.403 -1.354
44 C 5.072 -0.629 1.213
45 C -0.315 1.641 0.580
46 C -0.289 -1.793 -0.813
47 C -4.021 2.399 0.909
48 H 2.412 1.144 -2.990
49 C 0.344 -1.982 2.822
50 H -2.704 1.013 1.826
51 H -1.730 -4.257 1.034
52 C 5.061 0.367 -1.052
53 H -0.304 2.102 -4.492
54 C -0.085 1.196 -5.067
55 F -5.317 4.022 -0.171
56 C 4.371 0.835 -2.159
57 C 2.963 -0.159 -0.053
58 C -2.781 1.822 1.118
59 H 0.473 -4.592 -2.591
60 C -1.150 -3.787 0.250
61 H -3.563 -0.460 -0.570
62 H 0.470 2.387 0.503
63 H 1.929 1.593 5.582
64 N 2.311 0.292 -1.117
65 H -1.878 -1.331 -4.041
66 H 4.896 1.229 -3.016
67 C 3.346 0.621 4.265
68 C 2.992 0.789 -2.153
69 C -1.582 -1.593 1.352
70 H -2.409 1.660 -3.684
71 H 2.192 3.216 1.844
72 H -1.372 -3.069 2.738
73 H -0.906 3.748 -0.913
74 C 4.809 -0.320 2.487
75 H -4.903 2.034 1.410
76 H -1.521 -0.306 3.770
77 H -2.876 -1.448 3.693

charge	+2
maximum force	0.94	eV Å⁻¹
LUMO level	-5.2	eV
HOMO level	-13.2	eV

Density functional theory data (ωB97M-V/def2-TZVPD) for C16H33N2O in the gas phase at a distorted geometry.

Positions of all 52 atoms, in Å:
1 C -0.840 -4.057 1.694
2 N 0.490 2.900 -0.503
3 C -0.672 -0.763 -1.946
4 H -2.394 -1.345 -0.755
5 H 0.724 -3.112 3.708
6 H 0.741 -0.410 1.163
7 C 0.332 -2.312 0.289
8 C 0.607 -2.437 2.866
9 H -1.657 1.488 -1.376
10 C -1.763 3.423 0.198
11 H 2.565 1.376 1.048
12 H 1.443 2.899 -2.771
13 N -2.208 -2.659 -2.397
14 C 2.255 2.604 -2.113
15 H -0.409 -2.779 -0.338
16 C 1.626 2.023 -0.827
17 H -2.765 -0.667 -2.369
18 H 3.644 1.746 -0.256
19 H 0.672 1.769 1.949
20 H -0.559 3.009 2.320
21 H -0.672 -0.038 -2.757
22 H 1.981 -0.068 -0.589
23 C -0.160 0.030 -0.722
24 H -1.613 -3.434 2.137
25 H 1.290 -2.371 -0.227
26 H 2.865 1.859 -2.605
27 H -0.929 -0.831 1.144
28 C 1.253 0.547 -1.104
29 H 2.903 3.085 0.591
30 H -0.279 -1.851 3.072
31 H 2.833 3.495 -1.901
32 C -1.195 1.139 -0.454
33 H -1.568 4.249 0.864
34 H 1.283 -3.884 1.447
35 H -0.659 -4.884 2.375
36 H 1.407 0.347 -2.157
37 H -1.332 -3.157 -2.328
38 C -0.024 -0.864 0.545
39 H 0.024 -1.542 -2.238
40 C -0.643 2.360 0.262
41 H -1.007 1.349 2.107
42 H 1.474 -1.788 2.833
43 H -1.182 -4.436 0.738
44 H -2.921 -3.203 -1.927
45 C 2.735 2.075 0.237
46 C -2.100 -1.306 -1.801
47 O 0.822 4.101 -0.206
48 H -1.983 0.716 0.155
49 H -2.703 2.936 0.438
50 C -0.333 2.120 1.751
51 C 0.440 -3.213 1.565
52 H -1.839 3.766 -0.827

charge	0
⟨S²⟩	0.7540
spin multiplicity	2
maximum force	1.41	eV Å⁻¹
LUMO level (spin up / spin down)	0.7 / 0.5	eV
HOMO level (spin up / spin down)	-8.2 / -9.3	eV